ORCA calculation (ωB97M-V/def2-TZVPD) on a structure of composition C6H13N3.

```
22
Properties=species:S:1:pos:R:3:nbo_charge:R:1
C -0.49287 -0.13491 0.64743 -0.0005
C -0.44504 0.27200 -1.77361 -0.4702
C -0.92465 1.25286 1.06175 -0.6689
C 2.31816 0.32563 -0.14493 -0.6854
N -0.65096 -0.59144 -0.62824 -0.3401
C 1.42175 -0.42761 0.76730 0.0819
C 1.81204 -1.20254 1.77060 -0.4637
N -2.45845 -1.13132 -0.48591 0.0280
N -3.02484 -0.95485 -1.53759 -0.3697
H -0.82374 -0.86882 1.38766 0.2118
H -4.01213 -1.30850 -1.56379 0.3488
H 0.04467 1.22436 -1.55435 0.2028
H 0.06067 -0.30331 -2.55193 0.2086
H -1.41072 0.57433 -2.19944 0.2166
H -1.97862 1.22290 1.35299 0.2189
H -0.81973 1.99596 0.27083 0.2053
H -0.32716 1.58142 1.91801 0.2276
H 2.11455 1.39926 -0.10659 0.2155
H 3.37588 0.21261 0.13384 0.2179
H 2.24501 -0.04019 -1.17314 0.2240
H 1.11041 -1.74880 2.39421 0.1989
H 2.86576 -1.34902 2.01489 0.1920
```

The LUMO energy (spin up / spin down) comes out at 1.0 / 1.0 eV.



ORCA calculation (ωB97M-V/def2-TZVPD) on a structure of composition C6H13N3.

```
22
Properties=species:S:1:pos:R:3:nbo_charge:R:1
C -0.05258 -0.59218 -2.40388 0.3141
C 1.54971 0.36312 2.76351 -0.6419
C -0.50708 1.56140 2.18504 -0.6580
C -0.29911 -0.71190 1.35785 -0.4212
C 1.23126 -0.59175 -2.08049 -0.5807
C 0.21062 0.28781 2.08988 0.0220
N -1.10089 0.45254 -2.57813 -0.4550
N -0.83986 -1.59456 -2.99574 -0.4936
N -1.80128 -0.59064 -3.30462 -0.2889
H 1.40377 0.70848 3.86267 0.2195
H 2.04035 -0.61314 2.66296 0.2159
H 2.21722 1.10313 2.21070 0.2170
H -0.73307 1.83624 1.13717 0.2295
H -1.44117 1.40813 2.76548 0.2221
H 0.07432 2.33750 2.65515 0.2092
H -1.31960 -0.76913 1.04945 0.1925
H -0.79623 1.19980 -3.17721 0.3662
H 0.27715 -1.60866 1.07837 0.1906
H 1.70960 0.48691 -2.00504 0.2015
H 1.93822 -1.34150 -1.80493 0.2280
H -1.03545 -2.51020 -2.67224 0.3885
H -2.72588 -0.82139 -2.79591 0.3226
```

The LUMO energy comes out at 1.0 eV.



ORCA calculation (ωB97M-V/def2-TZVPD) on an isolated molecule of C6H13N3.

```
22
Properties=species:S:1:pos:R:3:nbo_charge:R:1
C 2.00869 -1.05388 0.73107 -0.4525
C 0.95143 1.46220 -0.43986 0.1207
C -0.46806 1.02719 -0.74981 -0.1238
C -0.89317 0.96270 0.81199 -0.4105
C -2.16131 -0.05487 0.47504 -0.4089
C -1.63951 -1.09056 -0.60927 -0.2169
H 2.59732 -2.12010 0.76734 0.2109
H 2.36497 -0.30224 1.55669 0.2021
H 0.78877 -1.24749 0.60042 0.2019
H 3.24010 -0.57657 -0.82026 0.3534
H 1.00210 2.52348 0.02469 0.1966
H -0.99653 1.75632 -1.21137 0.1968
H -1.29818 1.98126 1.14892 0.2202
H 0.03317 0.60872 1.42166 0.2290
H -2.90485 0.54416 0.03650 0.1985
H -2.58686 -0.34578 1.43696 0.2140
H -2.47056 -1.46253 -1.21446 0.1803
H -1.33480 -2.01208 -0.14955 0.1816
H 0.12104 -0.78301 -1.51200 0.3957
N 2.30934 -0.46872 -0.58403 -0.5121
N 2.10965 0.91855 -0.40654 -0.3309
N -0.77274 -0.26676 -1.31417 -0.6461
```

As for the SMILES: CN/N=C\[C@@H]1CCCN1. The LUMO energy comes out at 1.0 eV.



ORCA calculation (ωB97M-V/def2-TZVPD) on a cluster of 2 separate species, C6H13N3 in total.

```
22
Properties=species:S:1:pos:R:3:nbo_charge:R:1
C -0.99369 -2.04053 1.30841 -0.4856
C -0.72631 -0.76683 2.11495 -0.6058
C -0.19411 -2.09152 0.09866 0.0219
C 0.47303 -2.11489 -0.89604 -0.2807
H -2.04957 -2.08046 1.02457 0.2288
H -0.77790 -2.92578 1.91537 0.2259
H -0.91887 0.11306 1.50194 0.2466
H 0.30934 -0.73905 2.45177 0.1973
H -1.37536 -0.73532 2.98849 0.2064
H 1.03295 -2.12343 -1.78631 0.2362
C 1.68249 1.15886 0.04372 -0.4309
N 1.05411 1.75405 -1.13533 -0.5894
C -0.44418 1.31278 -1.34192 0.5667
N -0.39754 0.78570 -2.52184 -0.9223
N -1.15220 1.59899 -0.31780 -0.8922
H 1.07362 2.77147 -1.08446 0.4147
H -1.28091 0.42794 -2.86312 0.3581
H 1.34726 1.34722 -2.08286 0.4682
H -2.12422 1.33470 -0.43148 0.3561
H 1.62699 0.07441 -0.04224 0.2396
H 2.72083 1.47693 0.13408 0.2021
H 1.11424 1.46169 0.92144 0.2382
```

The LUMO energy comes out at 0.8 eV.



| no. | strongest force on any atom (eV Å⁻¹) |
| --- | --- |
| 1 | 5.0 |
| 2 | 4.5 |
| 3 | 5.4 |
| 4 | 1.7 |